1 | 17
Properties=species:S:1:pos:R:3 method="wB97M-V/def2-TZVPD" total_charge=-1 gap_ha="0.2302 / 0.2304"
O 0.99199 3.72868 -1.10529
O 0.37935 1.94812 3.06369
N 0.12465 0.42320 -0.27538
N 0.47564 2.94756 0.95249
C 0.47926 1.93408 1.81934
C 0.64556 1.43063 -0.98180
C -0.36996 -0.69714 -0.55641
C -0.51089 -3.15027 -0.62983
C -0.69878 -1.96677 0.21313
C 0.65076 2.71636 -0.47283
H -1.69963 -1.82022 0.60496
H 0.02088 -2.21493 1.00823
H 0.23574 3.85077 1.13525
H 0.52576 -3.23260 -1.02545
H 0.74842 1.28892 -2.09398
H -0.90035 -4.01851 -0.03755
H -1.09842 -3.16788 -1.61858

2 | 17
Properties=species:S:1:pos:R:3 method="wB97M-V/def2-TZVPD" total_charge=-1 gap_ha=0.2290
O 2.27180 -1.81134 0.56204
O 0.70623 0.74263 1.52971
N -0.18051 -2.50923 -0.96972
N 2.85606 1.53865 -1.25213
C -2.71139 -0.72611 0.39894
C 1.96595 -0.68172 0.40513
C -1.31299 -0.36269 -0.10367
C 1.59411 0.59013 0.55848
C -0.61112 -1.52307 -0.56619
C 2.02501 1.66428 -0.28146
H -2.63927 -1.34811 1.28932
H -3.27838 -1.27540 -0.35563
H -1.36770 0.36608 -0.91935
H 3.07091 2.43029 -1.70095
H -3.25919 0.17940 0.65556
H 1.58741 2.62736 0.02777
H -0.71694 0.09884 0.72215

Referenced to the most stable arrangement, the calculated values in kJ/mol are 1 169.9; 2 0.0.

1 | 15
Properties=species:S:1:pos:R:3 method="wB97M-V/def2-TZVPD" gap_ha=0.3433
F 0.61088 1.51653 -1.58463
O -1.80590 0.78167 0.75338
N 0.64512 0.21962 -1.16642
C -0.59750 -0.49754 -1.49967
C 0.70482 -0.96233 1.07759
C -0.70077 1.19959 0.94962
C 0.54026 0.45330 0.73755
H -0.11288 -1.44473 0.81944
H -0.78072 -0.59191 -2.48258
H -1.56845 -0.07710 -1.12485
H 0.97647 -1.12273 2.03548
H 1.57101 -1.30855 0.41899
H 1.50213 1.04463 0.95268
H -0.39996 -1.46439 -1.17249
H -0.58451 2.25395 1.28591

2 | 15
Properties=species:S:1:pos:R:3 method="wB97M-V/def2-TZVPD" gap_ha=0.3785 smiles="C/C=N/[C@H](F)OC"
F 0.62430 0.69660 -1.97835
O 1.90613 -0.75460 -0.64386
N 0.45961 0.94092 0.38250
C -1.71272 0.80976 1.52917
C 0.90562 -1.75019 -0.78648
C 1.19297 0.77060 -0.75663
C -0.81799 0.70942 0.27164
H 1.47564 -2.63093 -0.73633
H -1.36668 0.41603 -0.59842
H 0.41484 -1.85824 -1.67254
H 2.06325 1.40112 -0.77862
H 0.33818 -1.52977 0.08246
H -2.59077 0.19994 1.57067
H -1.85361 1.96288 1.69751
H -1.03879 0.61647 2.41729

Referenced to the most stable arrangement, the calculated values in kJ/mol are 1 215.7; 2 0.0.